1.
# C24H60O18S4

A cluster of 6 separate species, C24H60O18S4 in total in a non-equilibrium geometry (ωB97M-V/def2-TZVPD, the OMol25 dataset).

Geometry as XYZ:
```
106
Properties=species:S:1:pos:R:3:mulliken_charge:R:1
O 1.6003 -1.6583 -10.1986 -0.56
C -6.4114 -2.1918 -1.7786 -0.75
O 2.9287 1.9597 2.1920 -0.34
C -5.2068 -1.9608 6.7798 -1.07
H 1.4867 3.1667 1.5974 0.26
S 1.8386 6.1549 -6.5392 1.06
O -7.0858 -5.9620 0.1229 -0.39
H -5.2937 -5.0477 -1.2697 0.27
H 3.3676 6.7774 0.8435 0.31
H -3.8791 -0.2360 10.2335 0.34
O 1.0173 0.7980 0.1526 -0.32
O -7.0027 -3.3680 -1.3816 -0.35
H 2.7614 7.2857 2.5440 0.31
C 8.1609 0.3441 5.9266 -1.28
C -0.9173 4.4889 -4.1247 -1.06
H 2.9854 4.8908 3.4264 0.28
H 7.2964 0.7575 6.4461 0.36
H -0.4640 6.3644 -5.1281 0.34
H -8.0563 -2.7518 0.3460 0.43
H -6.0582 -2.6410 6.7583 0.38
H -0.8709 -0.1582 -9.4211 0.32
H 4.4520 6.2280 -6.5463 0.37
C -7.8802 -4.8373 0.4247 -0.64
C 1.8101 -0.1923 -0.6249 -0.75
H 1.9239 7.5221 1.0615 0.28
H -1.9547 -2.9209 -6.8730 0.31
C 0.7716 0.6303 1.5549 -0.57
H -4.0193 -3.3034 7.8975 0.24
H 3.7005 5.7857 -5.0862 0.29
H -1.8456 -6.7969 -0.4084 0.29
H -5.6956 -1.9893 -0.9819 0.36
C -4.3913 -2.2797 7.9390 -0.12
H 0.0553 1.4071 1.8226 0.35
H -1.2851 4.0450 -5.0498 0.31
H 7.1175 0.3651 1.6429 0.32
H -2.6869 0.9850 10.2321 0.38
H -5.6399 -0.9656 6.8811 0.31
O 0.5873 -1.9445 -7.8280 -0.28
H 1.9648 -1.2091 -0.2642 0.33
O 10.7458 0.5530 1.7439 -0.55
C -2.6033 -6.3351 0.2247 -0.72
O 1.6614 7.5208 -5.9570 -0.60
C 0.1159 5.5868 -4.6308 -0.29
H 8.9243 0.9425 6.4239 0.36
C 2.5665 6.8120 1.5818 -0.77
H 7.2037 1.1177 4.1227 0.35
H 7.3927 -0.5551 4.1846 0.27
H -2.0336 -5.9133 1.0526 0.28
H -7.0798 -1.4191 -2.1584 0.26
C -2.8633 -0.0357 9.8926 -0.93
O 1.5086 5.8169 -7.8841 -0.56
H -5.5135 -6.7762 1.1698 0.51
C 3.5840 5.6896 -6.1657 -0.88
H -6.3744 -3.3953 0.6294 0.38
C -4.7605 -5.7406 -0.6187 -0.30
H 2.8170 0.1864 -0.8005 0.28
S 1.4243 -0.9916 -8.9294 1.08
H -1.9447 -4.3685 -7.7439 0.37
H -5.7246 -2.4693 -2.5782 0.25
O 9.1540 0.3971 3.7941 -0.29
C -1.2666 -3.5955 -7.3824 -1.26
H 0.2728 -0.2988 1.8306 0.38
H -0.7963 -4.0671 -6.5196 0.34
H 1.3199 -0.2874 -1.5938 0.27
H 8.3693 0.5820 0.3831 0.37
H -1.6297 4.9777 -3.4602 0.35
O 0.9773 5.0530 -5.5801 -0.26
H 3.7525 4.6972 -6.5841 0.33
H -0.3878 3.7962 -3.4705 0.26
O 1.9157 5.5932 1.8080 -0.31
H -4.7323 -2.0423 5.8019 0.29
H -2.1330 -0.7424 10.2867 0.31
O -3.4344 -5.3228 -0.3360 -0.37
H 0.0406 -3.4948 -9.2297 0.35
H -1.1994 -2.3699 -8.9564 0.24
H 3.7582 4.7253 1.8190 0.37
H -8.0368 -4.8279 1.5033 0.37
C 2.1684 3.1877 2.4477 -0.43
H 1.5470 3.0094 3.3252 0.40
O 2.4977 -0.2849 -8.2321 -0.55
C 2.1336 0.7634 2.3552 -0.53
S 9.4650 1.0722 2.3022 1.06
S -2.8604 -0.0153 8.1541 1.16
O -4.1185 0.6790 7.7380 -0.61
H 0.8029 6.0077 -3.8967 0.35
H 1.8818 0.6624 3.4109 0.41
C 2.8264 4.6387 2.3779 -0.56
H -8.9079 -4.8975 0.0667 0.40
O -1.5312 0.3219 7.6411 -0.59
H 8.2951 -0.6504 6.3520 0.30
C -0.3570 -2.8431 -8.4518 -0.13
H -4.8134 -2.0354 8.9139 0.25
O 9.1357 2.5358 2.3107 -0.57
H 0.3173 1.1013 -9.6306 0.37
H -4.8715 -6.6699 -1.1774 0.30
C 8.1381 0.1246 1.3451 -0.91
C -5.7404 -5.8739 0.6019 -0.75
C 7.9289 0.3626 4.4262 -0.10
O -3.0843 -1.6260 7.8946 -0.34
C 0.0245 0.2783 -8.9787 -0.94
H 2.7452 -0.1209 2.1762 0.37
C -7.2932 -3.4706 0.0477 -0.49
H -5.4294 -5.2353 1.4286 0.38
H -3.1477 -7.1780 0.6504 0.29
H 8.3873 -0.9357 1.3852 0.32
H -0.3120 0.5508 -7.9784 0.33
```

The net charge is 0. The spin multiplicity is 1. Its energy relative to the best compared isomer or geometry (same formula, charge and spin) is 135.8 kcal/mol.

2.
# C24H61BaGe2N2SbSe

A structure of composition C24H61BaGe2N2SbSe in a non-equilibrium geometry (ωB97M-V/def2-TZVPD, the OMol25 dataset).

Geometry as XYZ:
```
92
Properties=species:S:1:pos:R:3:mulliken_charge:R:1
H 5.0801 0.1374 0.2137 0.50
H 3.0026 3.0349 3.5288 0.24
H 4.8038 -4.1110 -2.3565 0.36
H 2.9046 -0.0401 3.6202 0.23
H 4.4237 0.6898 1.7560 0.32
H 2.2083 1.3937 4.3786 0.29
H -1.3714 0.5885 -2.5336 0.11
C 1.5813 -4.4095 -4.9924 -1.19
H -1.3378 3.1960 -0.3901 -0.33
N -3.2731 3.5638 -0.9670 -0.48
H -1.6975 4.9484 -0.5966 0.31
C 2.7379 0.4818 -1.2579 -1.70
C 0.8376 4.1756 2.3217 -1.83
H -4.2932 1.3599 2.0624 0.53
H -2.1965 1.4709 -3.6976 0.19
H -0.5308 4.6553 -2.5475 0.37
H 0.6555 -5.6723 -1.8279 0.44
C -5.1623 -2.1610 1.4937 -0.88
C -7.7379 -0.3745 2.6744 -1.21
H 2.0652 -5.1538 -0.9026 0.43
H -3.6600 3.8050 -0.0603 0.21
C -1.1020 -3.6635 -2.2352 -0.99
H 3.4616 -1.7781 -0.1626 0.53
Sb 1.1457 1.3050 1.1523 0.76
H -0.1820 2.0226 3.9596 0.23
C 4.1071 -3.7098 -3.0852 -0.88
H 1.8072 -0.2049 4.9865 0.47
C -4.7125 0.5825 2.7019 -1.79
C -0.6944 2.5237 -2.7739 0.13
C -1.8615 3.9359 -1.0092 0.30
H 4.0386 2.9434 2.1036 0.24
H 4.0272 -6.8647 -4.5267 0.36
H 4.4774 1.7826 0.3543 0.34
H 0.0330 -1.5759 3.7975 0.57
C 1.9794 3.4153 1.6648 1.62
H -3.9074 0.0177 3.1731 0.41
H 3.5319 -0.0040 -1.8228 0.41
C 2.0102 0.3684 4.0818 -1.56
H -5.2024 1.1184 3.5195 0.42
H 1.1472 -3.4328 -4.8099 0.34
H -0.0905 4.0262 1.7725 0.29
H -1.0167 -3.8903 -3.2965 0.32
C 3.2068 3.4703 2.5554 -1.55
H 3.1477 -1.4477 1.5341 0.24
H -1.4376 -4.5337 -1.6765 0.34
H 2.5459 5.1059 0.4616 0.54
H -5.8035 -2.8135 0.8791 0.17
C 2.8223 -1.2221 0.5220 -1.71
C 3.3439 -6.8218 -3.6835 -1.14
N -1.7203 1.5061 -2.8066 -0.39
H -2.1010 4.1151 -3.1434 0.53
H -7.9828 0.6620 2.8807 0.38
H 1.3082 -1.7395 2.6049 0.32
H 2.7435 1.5429 -1.4970 0.37
H 2.2266 -4.3379 -5.8611 0.40
H -3.7900 4.0906 -1.6650 0.19
H -0.6936 0.4826 4.6503 0.53
H -0.1407 2.6130 -3.7255 0.33
Ge -6.0672 -0.4899 1.7666 0.34
C -1.3001 3.8896 -2.4336 -1.08
H 1.4068 4.0050 -0.3314 0.21
H -1.7663 -2.8102 -2.0332 0.21
C -5.8387 0.5126 0.0801 -1.10
H 3.5018 4.5112 2.7039 0.48
C 0.4432 -1.1510 2.8808 -1.81
H 0.7817 -5.1053 -5.2225 0.35
Se 0.6203 -3.1620 -1.5221 0.25
H -6.6156 1.2787 0.0070 0.35
C 2.2796 4.0579 0.3174 -1.65
H 0.6962 3.8535 3.3496 0.38
H 2.5373 -7.5254 -3.8626 0.35
C 1.4692 -4.9522 -1.7901 -1.14
H 3.8778 -7.1418 -2.7942 0.36
H -4.8958 1.0380 0.0558 0.06
H -1.2048 0.9145 2.9980 0.37
H -0.3304 -1.2170 2.0912 0.25
H -5.9291 -0.1074 -0.8149 0.30
H -8.5479 -0.8226 2.1111 0.33
Ba -3.6117 -0.4295 0.6792 1.24
H 1.7993 -1.5627 0.3637 0.07
C 2.9418 0.2598 0.2312 1.87
H 3.6930 -2.7871 -2.6923 0.02
H 1.7845 0.0491 -1.5607 0.32
H 0.0159 2.2628 -1.9841 -0.27
Ge 2.6249 -4.9821 -3.4157 0.47
C 0.8250 0.2909 3.1378 1.55
H 4.6552 -3.4887 -3.9949 0.42
H -7.6531 -0.8987 3.6216 0.33
H 1.0631 5.2425 2.3359 0.50
C 4.3084 0.7571 0.6743 -1.85
C -0.3882 0.9813 3.7270 -1.77
H 3.1109 3.5602 -0.1743 0.26
```

The net charge is 0. The spin multiplicity is 1.

no.,electronic energy (eV),HOMO-LUMO gap (hartree)
1,-106045.1981,0.35566
2,-214459.1026,0.16665